A | The following is a quantum chemistry calculation of a cluster of 2 separate species, C2H7N2O2 in total, from the Open Molecules 2025 dataset.

Values from the calculation:
HOMO	-13.7	eV
spin multiplicity	1
net charge	+1
Kohn-Sham gap	10.1746	eV

Each line ends with the Mulliken charge.
Positions of all 13 atoms, in Å:
1 O 0.4490 0.1707 -0.5128  -0.603
2 O -1.5143 -1.1293 0.5223  -0.495
3 N -2.2498 1.0711 0.5616  -0.189
4 N 1.2402 -0.1670 0.4455  0.190
5 C 2.4831 0.0320 0.5422  -0.267
6 C -1.7564 0.0625 -0.0701  0.365
7 H 3.0091 0.3979 -0.2814  0.304
8 H 3.1448 -0.1443 1.4371  0.231
9 H 0.8494 -0.6084 1.3109  0.272
10 H -1.8558 0.1309 -1.1983  0.234
11 H -1.1108 -1.8904 0.0538  0.402
12 H -2.4152 1.1000 1.5794  0.293
13 H -2.6106 1.7081 -0.0469  0.264

B | The following is a quantum chemistry calculation of a cluster of 2 separate species, C2H7N2O2 in total, from the Open Molecules 2025 dataset.

Values from the calculation:
HOMO	-14.4	eV
spin multiplicity	1
net charge	+1
Kohn-Sham gap	8.6826	eV

Each line ends with the Mulliken charge.
Positions of all 13 atoms, in Å:
1 O -1.3444 -0.1668 2.0988  -0.482
2 O -0.6950 1.0401 -0.2479  -0.387
3 N 0.6914 -0.5176 0.3458  -0.443
4 N 0.4443 0.4739 -0.3596  0.755
5 C -1.5492 -1.2828 2.5388  -0.082
6 C 1.5156 1.1331 -1.0342  -0.660
7 H -1.9796 -1.4091 3.5240  0.307
8 H 2.3473 0.4423 -1.3931  0.310
9 H 1.0073 1.5580 -1.8943  0.308
10 H -1.1527 -2.1982 1.9162  0.216
11 H 1.6915 -0.7501 0.3812  0.287
12 H 1.9506 1.9601 -0.4754  0.354
13 H -1.3585 0.7845 0.4900  0.518

C | The following is a quantum chemistry calculation of a cluster of 2 separate species, C2H7N2O2 in total, from the Open Molecules 2025 dataset.

Values from the calculation:
HOMO	-15.5	eV
spin multiplicity	1
net charge	+1
Kohn-Sham gap	11.7433	eV

Each line ends with the Mulliken charge.
Positions of all 13 atoms, in Å:
1 O -0.3100 -0.3630 -1.0877  -0.848
2 O -1.7991 -0.8950 0.9342  -0.364
3 N 0.6519 1.4390 -1.9965  -0.285
4 N 0.4366 -0.8612 1.2818  -0.266
5 C 0.3257 0.6803 -0.9679  0.232
6 C -0.7968 -0.8719 1.6972  0.212
7 H 1.2011 -0.8993 1.9437  0.217
8 H 0.3583 1.1552 -2.9228  0.275
9 H 0.6188 -1.0733 0.2990  0.383
10 H 1.1787 2.2922 -1.9053  0.243
11 H 0.6669 1.0762 0.0000  0.342
12 H -1.0080 -0.8264 2.7669  0.378
13 H -1.5241 -0.8529 -0.0426  0.481

D | The following is a quantum chemistry calculation of a cluster of 2 separate species, C2H7N2O2 in total, from the Open Molecules 2025 dataset.

Values from the calculation:
HOMO	-14.9	eV
spin multiplicity	1
net charge	+1
Kohn-Sham gap	10.7360	eV

Each line ends with the Mulliken charge.
Positions of all 13 atoms, in Å:
1 O -3.1326 -0.5553 -0.1417  -0.291
2 O -2.0995 1.5157 -0.2542  -0.673
3 N 0.6602 1.4230 0.0261  -0.512
4 N -0.7678 -1.4003 -0.3014  -0.557
5 C -1.7510 -0.8298 0.5367  -0.254
6 C -2.4104 0.4136 0.1149  0.778
7 H -2.0391 -1.3157 1.4292  0.473
8 H 0.7450 0.4668 -0.4466  0.348
9 H -0.9789 -2.3794 -0.6323  0.284
10 H 1.3216 2.1013 -0.4754  0.418
11 H -0.3662 1.6464 -0.0234  0.334
12 H 0.9822 1.3888 1.1240  0.434
13 H -0.5147 -0.6892 -1.0970  0.217

Relative to the most stable structure, the computed energies are A 0.1289; B 0.1926; C 0.0000; D 0.0923, all in hartree.

A | The following is a quantum chemistry calculation of a cluster of 2 separate species, C9H9BrO2S in total, from the Open Molecules 2025 dataset.

Values from the calculation:
HOMO (alpha / beta)	-8.8 / -8.8	eV
spin multiplicity	1
Kohn-Sham gap (alpha / beta)	8.1077 / 8.1090	eV

Each line ends with the Mulliken charge.
Positions of all 22 atoms, in Å:
1 Br 1.8224 -1.4908 0.3090  -0.053
2 S 0.1652 1.4300 0.7700  1.050
3 O -0.0095 2.6879 0.1098  -0.590
4 O 0.4039 1.4476 2.2282  -0.626
5 C 2.1593 0.2548 -0.0939  0.062
6 C -1.1818 0.2746 0.4017  0.178
7 C -2.4377 -1.7460 0.9730  -0.599
8 C -3.0785 -1.7492 -0.1991  -0.382
9 C 2.4972 0.8622 -1.3684  -0.301
10 C -1.5072 -0.6966 1.3264  -0.343
11 C 3.4115 1.0335 -0.2107  -0.529
12 C -2.8414 -0.7513 -1.0956  -0.329
13 C -1.9117 0.2562 -0.8382  -0.401
14 H 4.3735 0.6535 -0.1444  0.305
15 H -1.4002 -0.4387 2.3368  0.433
16 H 1.8661 1.5625 -1.7987  0.225
17 H -1.6244 0.8935 -1.6406  0.376
18 H -3.3243 -0.7610 -2.0969  0.312
19 H -2.5256 -2.4981 1.6785  0.462
20 H 2.7324 0.1025 -2.1858  0.211
21 H 3.2644 2.0106 0.2479  0.183
22 H -3.6384 -2.5876 -0.5732  0.356

B | The following is a quantum chemistry calculation of a cluster of 2 separate species, C9H9BrO2S in total, from the Open Molecules 2025 dataset.

Values from the calculation:
HOMO	-9.2	eV
spin multiplicity	1
Kohn-Sham gap	9.6129	eV

Each line ends with the Mulliken charge.
Positions of all 22 atoms, in Å:
1 Br -1.8019 -0.5733 3.6801  -0.121
2 S 0.5353 -1.6418 -1.0534  0.583
3 O 0.1628 -2.0565 -2.6287  -0.472
4 O -0.3898 -2.3034 -0.2199  -0.525
5 C -0.7621 2.6878 -1.5626  -0.554
6 C 0.7422 0.8406 -2.1219  -0.402
7 C -0.0484 0.0555 -1.3258  0.431
8 C -0.0910 -1.0416 3.1594  -0.120
9 C -1.1444 0.5339 -0.5832  -0.243
10 C 0.4443 2.2101 -2.1078  -0.503
11 C 1.2734 -1.6899 3.4456  -0.525
12 C -1.4703 1.8433 -0.6706  -0.369
13 C 0.8734 -0.6629 2.3868  0.024
14 H -1.8412 -0.0089 0.1170  0.314
15 H 1.9603 -1.4216 4.3579  0.190
16 H 1.6084 0.2969 -2.5242  0.325
17 H -0.4053 -2.7591 -2.5174  0.297
18 H -0.9970 3.7742 -1.5768  0.312
19 H 1.1178 2.7417 -2.7575  0.358
20 H 1.3563 -2.8191 3.2357  0.170
21 H -2.3185 2.1755 -0.1746  0.450
22 H 1.1957 -0.1814 1.4418  0.381

Relative to the most stable structure, the computed energies are A 0.0000; B 0.0156, all in hartree.

A | The following is a quantum chemistry calculation of the ion C5H6N with charge +1, from the Open Molecules 2025 dataset.

Values from the calculation:
HOMO (alpha / beta)	-12.9 / -15.1	eV
spin multiplicity	3
net charge	+1
Kohn-Sham gap (alpha / beta)	7.2578 / 8.6881	eV

Each line ends with the Mulliken charge.
Positions of all 12 atoms, in Å:
1 N 1.4860 0.2286 -0.1091  -0.227
2 C 0.2865 -0.3856 0.6191  -0.052
3 C -0.7994 1.6496 -0.0183  -0.352
4 C 0.3141 1.0793 0.3802  0.121
5 C -1.9736 -0.1226 -0.0239  -0.345
6 C -0.8896 -1.0187 -0.0781  -0.189
7 H -0.7542 -1.1097 -1.1782  0.258
8 H 0.5198 -1.0764 1.4521  0.355
9 H 1.4523 0.2044 -1.1652  0.360
10 H -1.0385 -1.9938 0.4770  0.345
11 H 2.4702 0.0096 0.1220  0.317
12 H -1.0737 2.5354 -0.4777  0.410

B | The following is a quantum chemistry calculation of a cluster of 2 separate species, C5H6N in total, from the Open Molecules 2025 dataset.

Values from the calculation:
HOMO (alpha / beta)	-13.1 / -15.2	eV
spin multiplicity	3
net charge	+1
Kohn-Sham gap (alpha / beta)	8.7284 / 7.7362	eV

Each line ends with the Mulliken charge.
Positions of all 12 atoms, in Å:
1 N -1.5569 0.2226 -0.1978  -0.394
2 C -2.8140 0.3811 0.5499  -0.028
3 C 0.9238 -0.0677 0.1666  -0.111
4 C -0.3050 -0.0380 0.0973  0.857
5 C 2.3472 0.0175 0.2363  -1.066
6 C -2.6974 -0.6514 -0.2279  -0.028
7 H 2.5138 -0.9461 0.7835  0.313
8 H 2.8179 0.8681 0.7395  0.332
9 H -3.1807 -1.6019 -0.4570  0.364
10 H -1.3295 1.2431 -1.7592  0.057
11 H -3.3595 0.8582 1.2716  0.402
12 H 2.6568 -0.1966 -0.8213  0.300

Relative to the most stable structure, the computed energies are A 0.0178; B 0.0000, all in hartree.

A | The following is a quantum chemistry calculation of a cluster of 2 separate species, C18H19NO4 in total, from the Open Molecules 2025 dataset.

Values from the calculation:
HOMO	-8.3	eV
spin multiplicity	1
Kohn-Sham gap	8.5828	eV

Each line ends with the Mulliken charge.
Positions of all 42 atoms, in Å:
1 O -3.3203 -2.8349 -2.9842  -0.407
2 O -4.5841 -1.2902 -1.8267  -0.502
3 O 4.3522 -0.0243 3.3609  -0.491
4 O -1.9111 -0.0602 2.1319  -0.774
5 N -0.1333 -0.6460 0.6261  0.145
6 C -2.4529 -0.4645 -0.2684  0.454
7 C -2.5927 1.1106 -0.8094  -0.670
8 C 0.3844 1.3585 -3.5523  -0.736
9 C -1.0001 0.9406 -2.9048  -0.745
10 C 5.6863 0.1148 2.7602  -1.225
11 C 2.2868 -0.0945 3.1236  0.532
12 C 3.4415 -0.3321 1.2648  -0.560
13 C -3.4882 -1.7132 -2.1125  0.224
14 C 1.0227 -0.1525 1.3105  0.463
15 C 2.2224 -0.4971 0.5685  -1.829
16 C 3.3652 -0.0925 2.5718  0.755
17 C -1.2161 1.0633 -1.5487  0.470
18 C -1.4011 -0.2900 0.7416  -0.122
19 C 1.1732 1.8211 -2.5818  -0.135
20 C -0.3318 2.1416 -0.8567  -0.521
21 C 0.9861 2.4718 -1.3135  -0.795
22 C -2.2616 -1.4166 -1.0901  -0.527
23 C 1.0372 -0.1109 2.6556  -0.808
24 H 1.7604 2.8075 -0.8450  0.632
25 H 0.6247 1.0048 -4.5108  0.436
26 H 5.9327 -0.7304 2.4718  0.579
27 H -1.9894 -2.5203 -0.6040  0.379
28 H -0.5652 2.2827 0.2173  0.304
29 H -3.5625 -0.5188 0.3675  0.385
30 H 5.7591 1.0377 2.0008  0.267
31 H 0.0366 -0.1959 3.2590  0.339
32 H -1.4567 -1.2889 -1.6483  0.467
33 H -4.0484 -2.8453 -3.3961  0.301
34 H 2.1243 -0.5950 -0.2989  0.921
35 H -1.6097 0.4945 -3.4951  0.723
36 H -2.9807 1.6667 -0.0921  0.712
37 H 4.2763 -0.2485 0.6257  0.375
38 H -3.2921 0.7798 -1.7983  0.127
39 H 2.1782 2.1530 -3.0656  0.192
40 H 6.3785 0.1654 3.4492  0.463
41 H 2.2046 0.0825 4.5949  0.072
42 H -0.1675 -0.4409 -0.3219  0.132

B | The following is a quantum chemistry calculation of the molecule C18H19NO4, from the Open Molecules 2025 dataset.

Values from the calculation:
SMILES string	COc1ccc(NC(=O)[C@H]2OCCc3ccccc32)c(OC)c1
HOMO	-8.0	eV
spin multiplicity	1
Kohn-Sham gap	8.1975	eV

Each line ends with the Mulliken charge.
Positions of all 42 atoms, in Å:
1 O 1.7846 1.4845 -1.4455  -0.427
2 O -1.0131 -2.2127 0.5047  -0.631
3 O 5.5146 -0.8059 1.0880  -0.381
4 O -3.1665 -1.8531 -1.3841  -0.567
5 N 0.0864 -0.6520 -0.6840  0.069
6 C -4.7434 -1.2664 0.0892  -0.599
7 C -2.8680 2.4478 1.1354  -0.950
8 C 3.6145 0.2896 -0.2986  0.071
9 C 2.5774 2.4421 -1.9530  -0.796
10 C -2.2514 1.4321 0.0103  -0.011
11 C -4.6883 0.9545 1.4881  -1.027
12 C 1.8394 -1.8393 0.5694  -0.712
13 C -2.1313 -0.6559 -1.1779  -0.179
14 C 3.2219 -1.9585 0.8214  -1.071
15 C 2.3379 0.3181 -0.7813  -0.057
16 C -0.9215 -1.4426 -0.3573  0.491
17 C 4.1479 -0.8102 0.5906  0.138
18 C -3.8429 -2.5261 -0.4285  -0.702
19 C 6.3565 0.0908 0.8860  -0.725
20 C -2.8961 0.2930 -0.0625  0.451
21 C -4.0911 0.1468 0.1880  0.538
22 C -3.9692 2.1989 1.6482  -0.734
23 C 1.3699 -0.8468 -0.1331  0.032
24 H 7.3751 -0.2212 1.3028  0.191
25 H 1.1815 -2.4809 0.8141  1.061
26 H -5.5426 0.7312 1.8068  0.633
27 H 0.0625 0.1375 -1.2284  0.269
28 H -5.5594 -0.9585 -0.7241  0.257
29 H -1.9294 -0.2715 -2.2294  0.258
30 H 3.5540 1.8101 -2.5555  0.247
31 H 3.0356 2.8900 -1.1118  0.349
32 H 3.4264 -2.4506 1.7052  0.322
33 H 4.3905 1.0015 -0.4927  0.555
34 H 5.8622 1.1488 1.4088  0.259
35 H -3.1576 -2.5242 0.3450  0.249
36 H 6.5718 0.0685 -0.1165  0.372
37 H -5.3837 -1.6914 0.8515  0.473
38 H -1.2163 1.8544 -0.3359  0.000
39 H -4.3504 -3.2356 -0.7775  0.594
40 H 2.0853 3.0870 -2.4288  0.352
41 H -4.4130 2.6681 2.2611  0.736
42 H -2.2607 3.2084 1.1919  0.600

Relative to the most stable structure, the computed energies are A 0.0000; B 0.0055, all in hartree.

A | The following is a quantum chemistry calculation of the molecule C2H5FSi, from the Open Molecules 2025 dataset.

Values from the calculation:
SMILES string	C=C(F)[SiH3]
HOMO	-10.2	eV
spin multiplicity	1
Kohn-Sham gap	11.0702	eV

Each line ends with the Mulliken charge.
Positions of all 9 atoms, in Å:
1 Si 1.1864 0.6989 -0.1570  0.308
2 F -1.4895 0.8953 -0.7842  -0.307
3 C -1.0817 -1.1276 0.4637  -0.520
4 C -0.5694 -0.0185 -0.0232  0.194
5 H 1.4994 0.6662 1.2449  -0.072
6 H 0.6891 1.9386 -0.7471  -0.062
7 H 2.2723 0.1698 -1.2136  -0.052
8 H -0.4172 -1.8168 0.9853  0.228
9 H -2.0895 -1.4060 0.2311  0.284

B | The following is a quantum chemistry calculation of a structure of composition C2H5FSi, from the Open Molecules 2025 dataset.

Values from the calculation:
HOMO	-10.4	eV
spin multiplicity	1
Kohn-Sham gap	11.4163	eV

Each line ends with the Mulliken charge.
Positions of all 9 atoms, in Å:
1 Si 0.7260 0.1931 -0.0148  0.301
2 F -3.3881 0.0578 -0.1036  -0.192
3 C -2.0721 0.3954 -0.0977  -0.203
4 C -1.0584 -0.3349 0.3069  -0.174
5 H 1.0693 1.2401 1.0511  -0.068
6 H -1.9120 1.7501 -0.5673  0.169
7 H 1.8321 -0.9595 0.1175  -0.085
8 H -1.0996 -1.4080 0.6795  0.322
9 H 1.0787 0.6016 -1.4690  -0.071

Relative to the most stable structure, the computed energies are A 0.0000; B 0.0278, all in hartree.